1.
# C3H14NO4

A cluster of 4 separate species, C3H14NO4 in total (ωB97M-V/def2-TZVPD, the OMol25 dataset).

The geometry in XYZ format:
```
22
C3H14NO4 | the OMol25 dataset | ωB97M-V/def2-TZVPD
O -0.9865 -3.2851 0.2446
O 2.9575 -1.9877 -2.4616
O 1.5304 -2.2873 -0.2470
O -0.0413 -0.6553 0.7239
N -0.0913 2.6093 0.8844
C -1.5457 2.8167 0.9646
C 0.1768 1.5471 -0.1098
C -0.7515 0.2817 0.0493
H -2.0803 2.4123 0.0187
H 1.2494 1.2354 0.2186
H 0.7469 -2.7833 -0.2456
H 2.3087 -2.1151 -1.7808
H -1.8553 2.3612 1.9292
H 0.0959 2.0039 -1.1094
H 3.8137 -2.0422 -2.0030
H -1.6800 4.0378 0.9042
H -1.0518 -0.1470 -0.8718
H -0.7158 -2.4994 0.7290
H -1.6343 -2.9810 -0.4672
H -1.5193 0.4555 0.7514
H 0.9404 -1.3805 0.0756
H 0.1333 2.4030 1.8028
```

Calculated values
Charge: 0
<S²>: 0.755
Spin multiplicity: 2

2.
# C3H14NO4

A cluster of 5 separate species, C3H14NO4 in total (ωB97M-V/def2-TZVPD, the OMol25 dataset).

The geometry in XYZ format:
```
22
C3H14NO4 | the OMol25 dataset | ωB97M-V/def2-TZVPD
O -0.5291 -3.2095 -3.4508
O 3.8490 4.7316 -0.1249
O -0.6721 2.3346 -0.8179
O -0.3807 0.8614 2.0442
N -0.2714 -1.2656 0.4724
C -0.4519 -1.0376 -0.8737
C -1.2441 -1.8727 1.2218
C -1.0461 -2.2138 2.5070
H 0.0108 1.3163 2.8074
H 2.9479 4.6735 -0.4588
H -1.2278 -1.5577 -1.4013
H -0.3289 -4.0915 -3.1284
H -0.1536 -1.8573 3.0070
H 0.5245 -0.7770 0.8377
H 0.0219 2.9564 -0.5754
H 4.3344 5.2583 -0.7691
H -0.5645 1.6790 1.5527
H -1.8284 -2.6714 3.0896
H -1.2796 2.8316 -1.3747
H 0.2013 -0.3283 -1.3364
H -0.4647 -3.1579 -4.4059
H -2.2525 -1.9385 0.8373
```

Calculated values
Charge: 0
<S²>: 0.761
Spin multiplicity: 2

Energetically preferred structure: 2 | next structure: +0.0600 hartree

1.
# C17H16BrF3N4O

The molecule C17H16BrF3N4O (ωB97M-V/def2-TZVPD, the OMol25 dataset).

The geometry in XYZ format:
```
42
C17H16BrF3N4O | the OMol25 dataset | ωB97M-V/def2-TZVPD
Br 3.0601 2.3241 2.8707
F -4.6047 0.0255 -0.7204
F -5.7877 -1.4624 0.3988
F -5.2391 0.4411 1.4003
O 4.0511 -0.7493 -0.1099
N -2.4281 -1.1527 0.1708
N 2.1915 -0.1548 -1.2879
N 3.5081 1.3777 -0.0129
N -0.2859 -1.6490 -0.4746
C -2.0872 -2.3376 2.6496
C 0.3345 4.1496 0.2180
C 3.3077 0.1229 -0.5363
C 2.5070 2.3477 0.0270
C -3.3303 -1.7994 2.2938
C 1.7300 2.6697 -1.1190
C 1.1650 3.8856 1.3496
C 1.1004 -2.0962 -0.2821
C 0.7068 -1.5375 -2.5925
C -1.2603 -1.6389 0.5215
C -1.0597 -2.2363 1.7585
C -0.5589 -1.2128 -1.8264
C 1.7920 -1.5107 -1.5114
C -3.4796 -1.1809 1.0117
C 0.6320 3.5443 -1.0097
C -4.8169 -0.5122 0.5355
C 2.2164 2.9684 1.2651
H 0.9563 4.4144 2.2989
H -4.1707 -1.8982 2.9643
H 1.1229 -3.1798 -0.2848
H -0.7158 -0.1255 -1.7861
H -0.1302 -2.7453 2.0003
H 0.0594 3.7984 -1.8613
H 1.4077 0.4890 -1.1576
H 4.1763 1.3371 0.7693
H 2.6668 -2.0742 -1.7559
H -1.8922 -2.8440 3.6150
H -0.4963 4.8447 0.3401
H 0.6593 -2.5478 -3.0519
H -1.4179 -1.7058 -2.2581
H 0.9023 -0.8476 -3.3930
H 1.9989 2.2127 -2.0946
H 1.5091 -1.7538 0.6675
```

Calculated values
Charge: 0
SMILES: O=C(Nc1ccccc1Br)N[C@@H]1CCN(c2cccc(C(F)(F)F)n2)C1

2.
# C17H16BrF3N4O

The molecule C17H16BrF3N4O (ωB97M-V/def2-TZVPD, the OMol25 dataset).

The geometry in XYZ format:
```
42
C17H16BrF3N4O | the OMol25 dataset | ωB97M-V/def2-TZVPD
Br -2.7865 2.8513 -3.2165
F -2.4724 -5.6535 1.1499
F -0.3624 -5.5357 0.5973
F -1.0818 -5.9336 2.6600
O -0.5464 3.4280 0.4211
N -0.3881 -2.8055 1.7684
N -0.3137 3.1688 -1.5582
N 1.1521 1.8845 -0.0206
N 0.3661 -0.5357 1.8214
C 1.6829 -0.8958 1.1683
C -0.9392 2.6897 -3.8249
C -1.2686 -5.1982 1.5349
C 0.1510 0.8596 1.9318
C -1.3065 -3.7628 2.0738
C -2.3520 -3.5011 3.0121
C 0.6549 1.7787 -5.3314
C 1.3588 1.4959 1.3761
C -1.4765 -1.2420 3.0017
C 2.4766 0.3818 1.3564
C -0.5544 2.1652 -5.0824
C -0.4974 -1.5679 2.1808
C 1.6601 1.8131 -4.3660
C -2.4121 -2.1756 3.4392
C 0.2156 2.8437 -0.3604
C 1.3476 2.2081 -3.0794
C 0.0590 2.6297 -2.8223
H -1.1699 3.8906 -1.5513
H 0.9819 1.4579 -6.3720
H 3.1353 0.3583 2.1882
H -3.2167 -1.9201 4.0528
H 2.6707 1.3824 -4.3964
H 2.0899 2.2067 -2.3415
H 0.0702 1.2291 3.0291
H 2.2477 -1.7464 1.6977
H 1.5105 -1.0533 0.1232
H 3.1916 0.4606 0.5587
H -1.2867 2.0030 -5.8537
H -3.1022 -4.2141 3.1419
H 1.2591 1.2051 -0.7452
H -1.7779 -0.2791 3.3556
H 1.7296 2.3472 1.9539
H -0.7000 1.2816 1.3281
```

Calculated values
Charge: 0
SMILES: O=C(Nc1ccccc1Br)N[C@@H]1CCN(c2cccc(C(F)(F)F)n2)C1

Energetically preferred structure: 1 | next structure: +0.1047 hartree

1.
# C5H8N3O2

The ion C5H8N3O2 with charge +1 (ωB97M-V/def2-TZVPD, the OMol25 dataset).

The geometry in XYZ format:
```
18
C5H8N3O2 | the OMol25 dataset | ωB97M-V/def2-TZVPD
O 0.4856 -0.5958 -1.3326
O 1.8384 1.1122 1.3336
N -0.9127 -1.9328 0.0790
N -0.6642 -1.0897 2.0319
N 0.0429 -0.3398 1.1699
C 0.8272 0.6832 1.7976
C 0.9909 0.7503 -1.4968
C -0.0527 -0.8804 -0.0279
C -1.2269 -2.0567 1.3493
C -0.2988 1.5611 -1.3880
H 1.9052 1.0465 -0.9804
H 1.2595 0.9531 -2.6050
H -1.8329 -2.8489 1.8520
H -0.6682 1.4255 -0.3092
H -1.0769 -2.5103 -0.7041
H 0.4187 0.7869 2.7580
H 0.0013 2.5801 -1.3802
H -1.0365 1.3555 -2.1472
```

Calculated values
Charge: +1
SMILES: CCOc1[nH+]cnn1C=O

2.
# C5H8N3O2

A cluster of 2 separate species, C5H8N3O2 in total (ωB97M-V/def2-TZVPD, the OMol25 dataset).

The geometry in XYZ format:
```
18
C5H8N3O2 | the OMol25 dataset | ωB97M-V/def2-TZVPD
O 1.5841 -0.1400 0.8776
O -1.7822 -1.1018 -0.0580
N -1.9045 -0.0804 -0.8591
N -0.5403 1.6299 1.0544
N 2.4784 -1.0023 0.5008
C 1.0306 0.4823 -0.3081
C -0.0040 1.3514 -0.1970
C -1.9306 -1.0535 1.1996
C 1.6855 -0.1719 -1.3978
C 2.5655 -1.0231 -0.8087
H 1.5329 -0.0150 -2.4871
H -2.3853 -0.2270 1.7414
H -0.2951 1.1739 1.9185
H -0.5315 1.7881 -0.9578
H 3.2616 -1.5322 -1.2663
H -1.6166 -0.3548 -1.8510
H -1.7604 -1.9230 1.7828
H -1.3882 2.1995 1.1158
```

Calculated values
Charge: +1

Energetically preferred structure: 1 | next structure: +0.1827 hartree

1.
# C7H15N

The molecule C7H15N (ωB97M-V/def2-TZVPD, the OMol25 dataset).

The geometry in XYZ format:
```
23
C7H15N | the OMol25 dataset | ωB97M-V/def2-TZVPD
N 1.0900 -2.7701 2.7650
C -0.9374 -0.1554 0.7315
C 0.0713 -0.8218 1.7719
C -0.2432 1.8287 -2.5257
C -0.1553 3.2787 -2.8304
C 0.4530 -2.2621 1.5296
C -0.2540 -0.0093 -0.6389
C -0.1950 1.3933 -1.2148
H -1.7573 -0.8191 0.3456
H 1.0015 -2.4251 0.6019
H -0.2816 2.1424 -0.4286
H 0.7407 -0.4844 -0.4115
H -0.7765 3.7923 -2.1792
H -0.0390 1.0371 -3.3018
H -1.3319 0.7132 1.2499
H 0.5159 -3.5426 3.1162
H -0.4820 -0.7366 2.7783
H -0.5946 -0.7371 -1.3681
H 0.9962 3.5618 -2.6764
H 1.9998 -3.1082 2.6355
H -0.5332 -2.8959 1.3689
H -0.4093 3.4204 -3.8709
H 0.8855 -0.0404 1.8450
```

Calculated values
Charge: 0
SMILES: C/C=C/CCCCN

2.
# C7H15N

The molecule C7H15N (ωB97M-V/def2-TZVPD, the OMol25 dataset).

The geometry in XYZ format:
```
23
C7H15N | the OMol25 dataset | ωB97M-V/def2-TZVPD
N -0.2335 -0.2213 -0.0567
C -0.1247 1.1422 0.4585
C 2.0993 1.7069 1.5400
C 1.3218 1.6675 0.2560
C -1.8763 -2.0138 -0.6546
C -1.4904 -0.8721 0.2832
C -1.5511 -1.7497 -2.1238
C 3.3288 1.2395 1.6768
H 1.2334 2.6899 -0.0645
H -0.4952 -1.7942 -2.3996
H -1.9702 -0.7946 -2.4481
H -2.9648 -2.0499 -0.6195
H -2.3165 -0.1534 0.3383
H -1.4914 -2.9734 -0.3339
H 3.9923 1.2648 2.5323
H 1.5541 2.1158 2.3794
H -2.0231 -2.5391 -2.7182
H -0.7925 1.8157 -0.0999
H 3.7791 0.7839 0.8103
H -1.3785 -1.2154 1.3172
H 1.8218 1.1261 -0.5419
H 0.0009 -0.2767 -1.0362
H -0.4234 1.1015 1.5049
```

Calculated values
Charge: 0
SMILES: C=CCCNCCC

Energetically preferred structure: 2 | next structure: +0.0365 hartree